No. 1
A molecular structure, C47H44MgN6O2. Source: the OMol25 dataset; level of theory: the ωB97M-V functional and the def2-TZVPD basis.

```
100
Properties=species:S:1:pos:R:3:forces:R:3
Mg 1.90647 0.70472 0.14960 0.47 -0.14 0.02
O 1.57871 -0.94661 -1.13924 0.13 0.03 -0.18
O 2.17744 -1.30588 0.92965 0.15 -0.15 0.10
N 1.97974 1.66231 -2.19195 -0.12 0.06 0.05
N 2.24672 1.20800 2.70905 -0.11 -0.05 -0.12
N -0.01575 0.97054 0.36042 -0.07 0.29 0.10
N 4.12545 0.90442 0.23036 -0.07 0.12 0.04
N -0.29891 -2.63123 -2.04586 0.14 0.28 0.13
N 2.28402 2.98933 0.15830 -0.02 0.01 -0.10
C -1.06723 -0.78617 2.40884 0.01 0.00 0.02
C -1.59667 -1.53069 3.44780 -0.02 -0.02 -0.02
C -1.88667 -2.21397 -3.76685 0.01 -0.07 0.00
C -3.27591 3.72907 -1.00324 -0.01 0.01 -0.01
C 1.89275 -4.11666 0.52472 -0.03 -0.03 -0.01
C -2.48758 3.03110 -0.09734 0.02 0.02 0.01
C -3.16857 0.33497 2.13620 -0.09 0.00 -0.04
C -3.80244 3.07831 -2.11028 -0.01 0.00 0.00
C -5.21807 -3.03622 -1.20727 0.00 0.00 -0.01
C 0.79009 1.02075 -4.15913 0.00 0.00 -0.01
C -1.64786 -2.61375 -2.45148 -0.02 -0.01 -0.21
C 4.94129 -0.06599 0.63224 0.04 -0.16 0.01
C 3.64324 3.19631 -0.35517 0.04 0.01 -0.07
C -3.17546 -2.09003 -4.24228 -0.05 -0.03 0.00
C -2.75794 1.03286 -1.38896 0.03 0.03 0.01
C 1.83469 0.88643 -3.26875 0.00 -0.12 -0.02
C 4.59625 2.15105 0.16353 0.02 0.10 -0.02
C 5.90061 2.46531 0.51142 0.01 0.00 -0.03
C 1.31296 -3.16250 -0.30596 -0.01 0.03 0.08
C 0.44897 1.68986 4.20028 0.04 0.02 0.02
C 1.00296 3.26072 2.32093 0.00 0.08 0.07
C 0.72395 0.55303 4.93364 0.02 -0.01 0.00
C 0.30560 -3.54837 -1.21055 -0.05 -0.05 -0.12
C 6.74860 1.45176 0.92629 -0.02 0.01 0.00
C -2.48733 -3.15337 -0.12930 0.03 -0.03 0.04
C 1.07847 2.61426 -1.97908 -0.05 0.12 -0.03
C -2.20741 1.68205 -0.28654 -0.01 0.03 -0.06
C 1.72218 -1.73758 -0.16424 -0.09 -0.14 0.07
C -1.23285 0.94404 0.60945 -0.19 -0.16 -0.09
C -3.69816 -0.39947 3.18977 -0.01 -0.03 0.03
C 1.52452 -5.44749 0.46142 0.00 0.00 -0.01
C 1.28951 3.50943 -0.78352 -0.04 0.08 -0.02
C 6.26222 0.15752 0.98312 0.00 -0.01 -0.01
C -4.24214 -2.38836 -3.40737 0.07 0.07 0.00
C -2.71969 -2.86612 -1.58560 -0.03 0.04 0.06
C 1.24314 1.99122 3.09871 -0.03 0.11 0.03
C -2.91525 -1.33758 3.84591 -0.01 0.01 -0.01
C -4.02639 -2.76812 -2.08892 -0.06 -0.03 0.01
C 2.17138 3.68911 1.44946 0.02 -0.01 0.09
C 0.53953 -5.82960 -0.44553 0.02 0.02 0.03
C -3.54454 1.72568 -2.29650 -0.02 0.01 -0.01
C -0.16961 1.99477 -3.90709 -0.02 0.01 0.00
C -1.84843 0.15262 1.73897 0.03 -0.01 0.02
C -0.02360 2.81105 -2.80534 0.05 -0.02 -0.01
C 2.50545 0.11364 3.42542 0.05 -0.09 0.02
C 1.78693 -0.25041 4.54770 -0.01 0.04 0.02
C -0.06040 -4.89840 -1.26836 -0.05 -0.01 0.05
H 0.23914 -6.86766 -0.51228 0.00 -0.02 -0.01
H 4.00863 4.19947 -0.09967 0.00 -0.01 -0.02
H 2.57619 0.10759 -3.39204 -0.01 -0.01 0.00
H -3.33193 -2.83511 0.47786 -0.01 0.02 0.01
H -0.03577 -0.91223 2.10064 0.02 -0.02 -0.04
H 0.09297 3.14368 1.72955 -0.01 -0.02 -0.02
H -5.25697 -2.30933 -3.77469 -0.04 0.01 -0.02
H -5.23431 -4.06919 -0.85434 0.03 -0.01 0.03
H -0.82407 -5.19659 -1.97524 -0.03 -0.01 -0.01
H 7.76995 1.67171 1.20736 0.01 0.00 0.00
H -3.79309 1.05033 1.61271 0.02 -0.01 0.02
H -5.21973 -2.39327 -0.32612 -0.01 0.02 0.01
H -2.32573 -4.21796 0.05497 -0.01 -0.03 0.03
H -2.08620 3.54479 0.77039 0.02 0.00 0.02
H 2.04029 -1.15129 5.08734 0.01 -0.02 0.01
H 2.63655 -3.78187 1.23526 0.02 0.02 0.01
H -2.54719 -0.01850 -1.54727 -0.01 -0.06 -0.01
H 6.88356 -0.66631 1.30324 0.01 -0.01 0.00
H -3.33134 -1.91989 4.65788 -0.01 -0.02 0.02
H -4.41982 3.61835 -2.81626 -0.01 0.01 -0.02
H 1.58680 4.51293 -1.13010 -0.04 0.00 0.02
H -6.14104 -2.85171 -1.75441 -0.02 -0.02 -0.01
H 3.31415 -0.50803 3.06370 0.00 -0.02 -0.01
H -0.98110 -2.26861 3.94776 0.01 -0.01 0.02
H -1.03092 2.10081 -4.55382 -0.01 0.01 -0.01
H 2.10923 4.77049 1.25620 0.01 -0.02 0.02
H -3.34956 -1.78585 -5.26558 -0.02 0.02 -0.04
H 1.99278 -6.17834 1.10547 0.01 -0.02 0.02
H 0.11261 0.29035 5.78705 0.00 0.00 0.01
H 3.62238 3.11268 -1.44228 0.02 0.01 0.06
H 0.18749 -1.74128 -2.09482 0.00 -0.05 0.06
H -3.48356 4.77956 -0.84170 -0.01 0.02 0.00
H 0.81108 4.06257 3.03991 -0.03 -0.02 -0.03
H 3.09924 3.50768 1.99629 -0.02 0.00 0.00
H -1.03495 -2.01922 -4.40570 0.02 0.01 -0.01
H -0.37342 2.34142 4.46634 0.00 0.01 0.00
H 0.33458 3.60502 -0.26863 0.01 -0.01 -0.02
H -1.60700 -2.62827 0.23808 0.03 0.00 0.00
H -4.72583 -0.24392 3.49209 -0.03 0.00 0.01
H 0.71444 0.36296 -5.01343 0.00 -0.01 -0.01
H -3.95665 1.20589 -3.15203 -0.01 -0.03 -0.03
H 4.49807 -1.05208 0.68397 -0.01 -0.02 0.01
H -0.76768 3.55549 -2.55397 -0.02 0.02 0.00
H 6.23874 3.49102 0.45875 0.01 0.03 0.00
```
Positions in Å, forces in eV/Å.

Calculated values
Orbital gap = 7.052 eV
Energy = -2496.72418 a.u.
ΔE to the lowest compared entry with this formula, charge and spin = 0.00 kJ/mol
Net charge = 0
E_HOMO = -6.62 eV

---

No. 2
C5H10O in the gas phase. Source: the OMol25 dataset; level of theory: the ωB97M-V functional and the def2-TZVPD basis.

```
16
Properties=species:S:1:pos:R:3:forces:R:3
O 0.24618 0.26040 -1.67630 -0.01 0.22 -0.16
C 0.22147 1.86036 -0.59080 0.17 -0.12 0.20
C -0.55330 -1.63746 -0.35317 0.03 0.00 0.02
C 0.85694 0.31701 1.41512 0.08 -0.01 0.00
C -0.68004 -0.15220 -0.60585 -0.19 -0.12 0.17
C -0.21935 0.83842 0.46506 -0.09 0.01 0.01
H 1.32118 1.96617 -0.51282 -0.19 -0.03 -0.06
H -1.21525 -1.93217 0.46915 0.09 0.06 -0.12
H 1.23415 1.14228 2.02960 -0.06 -0.12 -0.08
H -1.07436 1.21513 1.04192 0.11 -0.05 -0.09
H -0.84021 -2.20347 -1.24554 0.03 0.10 0.11
H 0.47114 -1.91126 -0.08593 -0.14 0.06 -0.04
H 0.48404 -0.46015 2.09463 0.03 0.11 -0.10
H -1.69699 0.09168 -0.92887 0.15 0.01 0.04
H 1.70716 -0.09146 0.85570 -0.12 0.06 0.08
H -0.26274 0.69675 -2.37190 0.08 -0.17 0.02
```
Positions in Å, forces in eV/Å.

Calculated values
Orbital gap = 8.729 eV
Energy = -271.59645 a.u.
ΔE to the lowest compared entry with this formula, charge and spin = 410.00 kJ/mol
Net charge = 0
E_HOMO = -7.93 eV

---

No. 3
C5H8N2O4 in the gas phase at a distorted geometry. Source: the OMol25 dataset; level of theory: the ωB97M-V functional and the def2-TZVPD basis.

```
19
Properties=species:S:1:pos:R:3:forces:R:3
O -1.06243 -0.40123 1.59503 -0.83 -0.36 0.41
O -0.80831 1.70662 1.07983 -1.40 0.52 -0.29
O 2.64064 0.91990 -0.46768 0.74 -0.06 0.70
O 2.44551 -1.12803 0.32737 0.56 1.19 0.17
N -0.17949 0.67144 1.60011 0.49 -1.61 -1.39
N 2.00562 -0.06184 -0.12962 -0.59 -1.16 -1.23
C -1.30890 1.61256 -0.30173 2.85 3.43 -0.92
C 0.61900 -0.07760 -0.46595 -1.75 0.67 1.73
C -0.00159 1.12560 -1.06648 -0.17 -1.13 -1.52
C -0.42847 -1.60516 1.18011 1.11 -0.13 -0.59
C -0.07789 -1.36914 -0.32185 0.33 -1.21 -0.15
H 0.80720 1.83827 -1.23581 -0.56 0.48 0.54
H -2.21470 1.12355 -0.59487 -0.40 -0.97 0.79
H -0.23072 0.76105 -2.10363 -0.48 0.57 0.62
H 0.72311 -2.13612 -0.46808 -1.03 0.19 -0.55
H 0.62672 -1.65507 1.54292 -1.14 -0.35 0.91
H -1.05925 -2.57018 1.32099 0.93 2.11 0.15
H -1.49256 2.76738 -0.57000 0.44 -2.60 0.62
H -1.00349 -1.52199 -0.92067 0.92 0.40 0.00
```
Positions in Å, forces in eV/Å.

Calculated values
Orbital gap (spin up / spin down) = 8.305 / 7.944 eV
Energy = -605.48855 a.u.
ΔE to the lowest compared entry with this formula, charge and spin = 867.48 kJ/mol
Net charge = 0
E_HOMO (spin up / spin down) = -8.96 / -9.19 eV

---

No. 4
12 unconnected molecules or ions with the total composition H24O12 at a distorted geometry. Source: the OMol25 dataset; level of theory: the ωB97M-V functional and the def2-TZVPD basis.

```
36
Properties=species:S:1:pos:R:3:forces:R:3
O -2.39047 -1.39363 2.95247 -1.71 0.83 1.39
O 3.88367 2.69873 2.03877 -0.37 -0.66 -1.13
O -0.18905 -0.08669 -0.64198 0.83 -0.23 2.20
O 0.59584 -2.66183 0.38973 -2.58 -2.28 2.38
O -2.50257 -3.19882 -2.41174 0.09 -0.29 0.13
O -4.24927 -0.09143 0.59162 0.60 -1.48 2.04
O -2.20889 2.90396 1.96630 -1.17 1.76 1.23
O -2.25975 4.20044 -2.49281 -1.86 -0.83 1.07
O 3.29893 0.91097 -1.51385 -1.57 1.31 -2.10
O 0.37398 1.14240 -2.61446 2.06 0.31 0.76
O 2.31029 -2.70569 -0.83051 1.34 2.49 -3.70
O 2.21955 -0.59789 1.59182 0.66 -0.38 2.10
H -2.21131 -3.91028 -1.82372 -0.06 0.28 -0.16
H 2.76258 0.50669 -2.24036 0.95 0.24 0.84
H 3.39985 2.19852 1.34747 0.62 0.47 0.27
H -0.01567 -3.21955 0.93898 0.55 0.93 -0.71
H -4.82976 0.67087 0.63524 -0.09 -0.05 0.46
H 0.73240 1.81235 -3.19122 -0.09 0.40 -0.73
H -2.25660 3.77079 -1.60944 0.21 0.43 -0.92
H -1.61769 -1.81450 2.67079 1.89 -0.93 -1.12
H -0.08595 -0.36333 -1.53533 -0.55 -0.49 -1.24
H 1.05944 1.15239 -1.87855 -1.67 0.30 -1.02
H 2.77446 -0.84449 0.87263 0.42 -0.33 -1.25
H 3.58435 0.23997 -0.94473 0.72 -1.65 1.12
H 2.58655 -1.90572 -1.39722 -0.10 -2.17 1.21
H 2.68146 -1.11506 2.30995 -1.07 0.91 -0.74
H 0.32080 -1.76393 0.53525 -0.54 0.67 0.10
H -2.35867 -1.54265 3.91044 -0.28 0.19 -0.29
H -4.15310 -0.53573 1.51708 -0.41 1.53 -2.44
H -2.05691 1.99473 1.89712 0.76 -2.41 -0.78
H -1.98201 -3.32013 -3.21140 0.00 0.02 0.00
H 3.02369 -2.95785 -0.27467 1.24 -0.19 0.58
H -1.38756 4.46098 -2.68764 1.64 0.39 -0.12
H -2.84672 2.87676 2.70884 0.40 0.60 -0.55
H 3.26125 2.61067 2.75104 -0.29 0.15 0.84
H 0.73287 -0.12202 -0.32591 -0.56 0.16 0.27
```
Positions in Å, forces in eV/Å.

Calculated values
Orbital gap = 10.224 eV
Energy = -917.14448 a.u.
ΔE to the lowest compared entry with this formula, charge and spin = 474.89 kJ/mol
Net charge = 0
E_HOMO = -10.64 eV